Molecular formula: C31H31N3O2S
Method: DFT, ωB97M-V with the def2-TZVPD basis set

Element x y z (Å)
C (-5.51, -2.61, 0.66)
N (-5.07, -1.91, 1.88)
C (-5.50, -2.60, 3.10)
C (-3.76, -1.33, 1.86)
C (-3.53, 0.06, 1.83)
C (-2.25, 0.55, 1.79)
C (-1.12, -0.30, 1.78)
C (0.18, 0.28, 1.74)
C (1.47, -0.30, 1.78)
C (2.60, 0.56, 1.79)
C (3.88, 0.07, 1.83)
C (4.12, -1.32, 1.86)
N (5.43, -1.90, 1.87)
C (5.85, -2.60, 3.09)
C (5.87, -2.59, 0.65)
C (3.01, -2.18, 1.87)
C (1.75, -1.68, 1.83)
C (-1.39, -1.69, 1.82)
C (-2.66, -2.18, 1.86)
H (-4.94, -2.25, -0.20)
H (-5.35, -3.68, 0.75)
H (-6.57, -2.42, 0.48)
H (-4.93, -2.24, 3.95)
H (-6.56, -2.43, 3.28)
H (-5.33, -3.68, 3.01)
H (-4.36, 0.73, 1.85)
H (-2.08, 1.62, 1.78)
H (0.17, 1.36, 1.68)
H (2.43, 1.62, 1.76)
H (4.72, 0.74, 1.83)
H (5.28, -2.23, 3.95)
H (5.67, -3.67, 3.00)
H (6.91, -2.44, 3.28)
H (5.30, -2.22, -0.20)
H (6.93, -2.42, 0.48)
H (5.69, -3.66, 0.74)
H (3.19, -3.24, 1.89)
H (0.97, -2.41, 1.82)
H (-0.61, -2.41, 1.80)
H (-2.83, -3.25, 1.88)
C (3.96, 4.17, -1.30)
C (4.04, 2.91, -1.86)
C (2.90, 2.26, -2.27)
C (1.64, 2.86, -2.13)
C (0.46, 2.20, -2.56)
C (0.44, 1.01, -3.12)
N (0.46, -0.07, -3.62)
S (-1.14, 2.97, -2.37)
C (-2.35, 1.83, -3.03)
C (-2.70, 1.89, -4.36)
C (-3.63, 1.02, -4.87)
C (-4.22, 0.08, -4.05)
C (-3.87, 0.02, -2.72)
C (-2.93, 0.89, -2.21)
O (-1.37, 3.08, -0.88)
O (-1.11, 4.19, -3.27)
C (1.59, 4.14, -1.55)
C (2.73, 4.78, -1.15)
H (4.86, 4.67, -0.99)
H (5.00, 2.43, -1.99)
H (2.96, 1.28, -2.71)
H (-2.24, 2.64, -4.99)
H (-3.92, 1.07, -5.91)
H (-4.95, -0.60, -4.44)
H (-4.34, -0.71, -2.07)
H (-2.65, 0.86, -1.17)
H (0.63, 4.61, -1.44)
H (2.67, 5.76, -0.71)

The calculation puts the strongest force on any atom at 0.131 Eh/bohr. The HOMO energy is -0.21208 hartree. The value obtained for the LUMO energy is -3.18 eV.